[1]
Density functional theory data (ωB97M-V/def2-TZVPD) for an isolated molecule of C14H22N2O3.

Last column: natural (NBO) charge in e.
Element x y z (Å)
C: 0.9008 4.0761 -0.8993  -0.643
C: 2.2595 3.9015 -1.5759  -0.054
O: 3.0160 2.8188 -1.0846  -0.540
C: 2.4818 1.5471 -1.3839  -0.064
C: 3.5487 0.4967 -1.0887  -0.418
C: 3.0472 -0.9187 -1.3790  -0.227
N: 1.9437 -1.3040 -0.5275  -0.626
C: 0.6481 -1.1713 -0.9522  0.656
O: 0.3728 -0.8719 -2.1005  -0.627
C: -0.3559 -1.4586 0.0754  -0.038
N: -0.0817 -2.2164 1.1952  -0.488
C: -1.1742 -2.3065 1.9743  0.271
C: -1.1799 -3.0878 3.2318  -0.649
C: -2.1958 -1.5639 1.3775  -0.274
C: -3.5156 -1.4462 1.9938  0.576
C: -4.5767 -0.6648 1.2591  -0.707
O: -3.7588 -1.9649 3.0679  -0.573
C: -1.6690 -1.0352 0.1596  0.042
C: -2.3275 -0.1670 -0.8532  -0.651
H: 0.4501 5.0077 -1.2303  0.214
H: 1.0241 4.1078 0.1806  0.210
H: 0.2309 3.2584 -1.1541  0.207
H: 2.1174 3.7949 -2.6628  0.157
H: 2.8837 4.7791 -1.3879  0.185
H: 1.5864 1.3542 -0.7758  0.163
H: 2.1879 1.4946 -2.4423  0.172
H: 3.8477 0.5859 -0.0419  0.199
H: 4.4249 0.7021 -1.7038  0.216
H: 2.6816 -0.9837 -2.4059  0.233
H: 3.8609 -1.6368 -1.2396  0.199
H: 2.1296 -1.2723 0.4631  0.383
H: 0.7703 -2.7327 1.3473  0.414
H: -1.4280 -2.4416 4.0722  0.250
H: -1.9532 -3.8533 3.1926  0.248
H: -0.2117 -3.5552 3.4026  0.202
H: -4.7532 -1.0993 0.2790  0.228
H: -4.2630 0.3676 1.1303  0.228
H: -5.4972 -0.6913 1.8373  0.235
H: -3.1944 -0.6628 -1.2849  0.219
H: -1.6228 0.0407 -1.6535  0.258
H: -2.6555 0.7730 -0.4120  0.213

Its spin multiplicity is 1. The calculation puts the relative energy (zero: lowest compared OMol25 entry of this formula, charge and spin) at 27.3 kcal/mol. For the orbital gap, the calculation gives 9.019 eV. The LUMO energy comes out at 0.5274 eV. As for the SMILES: CCOCCCNC(=O)c1[nH]c(C)c(C(C)=O)c1C.

=====

[2]
Density functional theory data (ωB97M-V/def2-TZVPD) for an isolated molecule of C14H22N2O5S.

Last column: natural (NBO) charge in e.
Element x y z (Å)
C: 4.5184 2.6533 0.7195  -0.622
C: 3.0457 2.3114 0.8457  -0.068
O: 2.7095 1.3935 -0.1907  -0.507
C: 1.4355 0.9893 -0.2334  0.797
O: 0.6074 1.3869 0.5746  -0.666
C: 1.1419 0.0455 -1.2986  -0.279
C: -0.1408 -0.4569 -1.4464  0.071
N: -1.2256 -0.1298 -0.6862  -0.642
C: -2.4278 -0.7380 -0.8353  0.673
O: -2.6253 -1.5856 -1.6834  -0.603
C: -3.4837 -0.2378 0.1405  -0.311
N: -2.8708 0.5308 1.2018  -0.640
C: -2.2938 -0.2715 2.2664  -0.244
C: -1.4678 0.6413 3.1734  0.049
O: -2.3757 1.5230 3.8221  -0.744
C: -0.7031 -0.1607 4.2379  -0.077
O: -1.5863 -0.8171 5.1082  -0.719
S: -0.2742 -1.5902 -2.7270  0.505
C: 1.4218 -1.3882 -3.1005  -0.211
C: 2.0086 -2.1659 -4.2291  -0.645
C: 2.0406 -0.5046 -2.2735  -0.012
C: 3.4878 -0.1502 -2.3709  -0.627
H: 4.7998 3.3539 1.5003  0.217
H: 5.1204 1.7538 0.8146  0.213
H: 4.7166 3.1023 -0.2499  0.213
H: 2.4185 3.2053 0.7470  0.188
H: 2.8248 1.8495 1.8155  0.185
H: -1.0950 0.5732 0.0467  0.478
H: -4.1629 0.4041 -0.4277  0.231
H: -4.0641 -1.1069 0.4894  0.202
H: -3.5212 1.1927 1.6093  0.385
H: -3.0545 -0.7903 2.8697  0.189
H: -1.6341 -1.0224 1.8267  0.203
H: -0.7612 1.2026 2.5503  0.204
H: -1.8763 2.2396 4.2267  0.478
H: -0.0528 0.5255 4.8060  0.151
H: -0.0783 -0.9229 3.7697  0.184
H: -2.3265 -0.2118 5.2612  0.475
H: 2.4118 -1.5003 -4.9922  0.221
H: 2.8137 -2.8123 -3.8802  0.221
H: 1.2412 -2.7863 -4.6840  0.223
H: 3.9549 -0.6810 -3.1949  0.211
H: 4.0020 -0.4062 -1.4468  0.224
H: 3.6041 0.9203 -2.5260  0.225

Its spin multiplicity is 1. The calculation puts the relative energy (zero: lowest compared OMol25 entry of this formula, charge and spin) at 12.8 kcal/mol. For the orbital gap, the calculation gives 8.423 eV. The LUMO energy comes out at 0.5624 eV. As for the SMILES: CCOC(=O)c1c(NC(=O)CNC[C@@H](O)CO)sc(C)c1C.

=====

[3]
Density functional theory data (ωB97M-V/def2-TZVPD) for an isolated molecule of C14H22N2OS.

Last column: natural (NBO) charge in e.
Element x y z (Å)
C: 1.6787 3.4790 0.7036  -0.635
C: 0.6410 2.5329 1.2988  -0.062
O: -0.0002 1.7469 0.3102  -0.569
C: -1.1250 2.3367 -0.3128  -0.072
C: -2.4143 2.1119 0.4868  -0.435
C: -2.6441 0.6242 0.7937  -0.226
N: -2.9154 -0.1668 -0.3796  -0.609
C: -2.0459 -0.8593 -1.1545  0.308
S: -2.6734 -1.7219 -2.4278  -0.326
N: -0.7402 -0.8387 -0.8490  -0.636
C: 0.2677 -1.5319 -1.6084  -0.216
C: 1.1499 -2.3840 -0.6859  -0.446
C: 1.8836 -1.5224 0.3014  0.080
C: 3.0018 -0.7979 -0.0939  -0.245
C: 3.6701 0.0155 0.8026  -0.205
C: 3.2301 0.1151 2.1117  -0.235
C: 2.1136 -0.5977 2.5149  -0.202
C: 1.4434 -1.4064 1.6134  -0.257
H: 2.4148 2.9061 0.1459  0.217
H: 1.2133 4.1965 0.0315  0.204
H: 2.1797 4.0216 1.5003  0.212
H: 1.1352 1.8144 1.9583  0.200
H: -0.0985 3.0953 1.8819  0.161
H: -0.9677 3.4094 -0.4716  0.179
H: -1.2113 1.8552 -1.2908  0.199
H: -2.3633 2.6529 1.4336  0.203
H: -3.2530 2.5068 -0.0878  0.213
H: -1.7670 0.2232 1.3081  0.206
H: -3.5020 0.5300 1.4659  0.209
H: -3.8649 -0.1882 -0.7188  0.416
H: -0.3905 -0.1618 -0.1828  0.429
H: 0.8906 -0.8057 -2.1443  0.188
H: -0.2447 -2.1657 -2.3364  0.253
H: 0.5195 -3.1040 -0.1621  0.217
H: 1.8615 -2.9325 -1.3053  0.218
H: 3.3548 -0.8797 -1.1122  0.211
H: 4.5410 0.5693 0.4825  0.214
H: 3.7556 0.7453 2.8146  0.214
H: 1.7652 -0.5255 3.5357  0.213
H: 0.5739 -1.9632 1.9344  0.214

Its spin multiplicity is 1. The calculation puts the relative energy (zero: lowest compared OMol25 entry of this formula, charge and spin) at 15.3 kcal/mol. For the orbital gap, the calculation gives 8.481 eV. The LUMO energy comes out at 0.7373 eV. As for the SMILES: CCOCCCNC(=S)NCCc1ccccc1.

=====

[4]
Density functional theory data (ωB97M-V/def2-TZVPD) for an isolated molecule of C14H22N4OS in a non-equilibrium geometry.

Last column: natural (NBO) charge in e.
Element x y z (Å)
C: -1.9891 0.4697 -3.6908  -0.603
C: -2.5103 -0.6685 -2.7898  -0.398
C: -2.9928 -0.1393 -1.4100  -0.428
C: -3.5650 -1.2637 -0.5522  -0.063
O: -2.5774 -2.2663 -0.2249  -0.523
C: -1.6402 -2.0617 0.7405  0.381
C: -1.4684 -0.8457 1.4332  -0.316
C: -0.4107 -0.6728 2.3126  -0.187
C: 0.4308 -1.7338 2.6538  -0.036
C: 1.5615 -1.6190 3.6547  -0.461
C: 2.7530 -0.9375 2.9830  0.291
C: 4.0128 -1.7350 2.7222  -0.704
N: 2.6655 0.3409 2.6900  -0.298
N: 3.7777 1.1152 2.3382  -0.467
C: 3.7301 2.4751 1.9457  0.263
S: 5.1395 3.2160 1.4551  -0.254
N: 2.5599 3.2250 1.8580  -0.447
N: 1.2570 2.7233 2.1887  -0.679
C: 0.2384 -2.9674 1.9786  -0.199
C: -0.7891 -3.1208 1.0437  -0.269
H: -1.6299 0.0612 -4.6388  0.211
H: -2.7985 1.1897 -3.9255  0.200
H: -1.1315 0.9906 -3.1958  0.203
H: -3.3420 -1.1427 -3.3230  0.195
H: -1.7053 -1.3962 -2.6579  0.208
H: -3.8271 0.5928 -1.6127  0.206
H: -2.2189 0.4307 -0.8909  0.207
H: -3.9673 -0.8731 0.3982  0.178
H: -4.3860 -1.7138 -1.1203  0.198
H: -2.1410 -0.0205 1.2770  0.216
H: -0.3322 0.2734 2.8239  0.209
H: 1.2167 -0.9862 4.4819  0.240
H: 1.8631 -2.6272 4.0143  0.224
H: 4.8908 -1.3981 3.3085  0.233
H: 4.2339 -1.6797 1.6457  0.243
H: 3.7891 -2.8060 2.9290  0.227
H: 4.7375 0.7956 2.5453  0.407
H: 2.6974 4.2305 1.9174  0.415
H: 0.7090 2.5787 1.3319  0.352
H: 1.3473 1.8374 2.7047  0.393
H: 0.9559 -3.7406 2.1745  0.207
H: -0.9509 -4.0824 0.5455  0.224

Its spin multiplicity is 1. The calculation puts the relative energy (zero: lowest compared OMol25 entry of this formula, charge and spin) at 3.1 kcal/mol. For the orbital gap, the calculation gives 8.564 eV. The LUMO energy comes out at 0.5499 eV. As for the SMILES: CCCCOc1ccc(C/C(C)=N/NC(=S)NN)cc1.

=====

Please write out number 2 again, unchanged.
Density functional theory data (ωB97M-V/def2-TZVPD) for an isolated molecule of C14H22N2O5S.

Last column: natural (NBO) charge in e.
Element x y z (Å)
C: 4.5184 2.6533 0.7195  -0.622
C: 3.0457 2.3114 0.8457  -0.068
O: 2.7095 1.3935 -0.1907  -0.507
C: 1.4355 0.9893 -0.2334  0.797
O: 0.6074 1.3869 0.5746  -0.666
C: 1.1419 0.0455 -1.2986  -0.279
C: -0.1408 -0.4569 -1.4464  0.071
N: -1.2256 -0.1298 -0.6862  -0.642
C: -2.4278 -0.7380 -0.8353  0.673
O: -2.6253 -1.5856 -1.6834  -0.603
C: -3.4837 -0.2378 0.1405  -0.311
N: -2.8708 0.5308 1.2018  -0.640
C: -2.2938 -0.2715 2.2664  -0.244
C: -1.4678 0.6413 3.1734  0.049
O: -2.3757 1.5230 3.8221  -0.744
C: -0.7031 -0.1607 4.2379  -0.077
O: -1.5863 -0.8171 5.1082  -0.719
S: -0.2742 -1.5902 -2.7270  0.505
C: 1.4218 -1.3882 -3.1005  -0.211
C: 2.0086 -2.1659 -4.2291  -0.645
C: 2.0406 -0.5046 -2.2735  -0.012
C: 3.4878 -0.1502 -2.3709  -0.627
H: 4.7998 3.3539 1.5003  0.217
H: 5.1204 1.7538 0.8146  0.213
H: 4.7166 3.1023 -0.2499  0.213
H: 2.4185 3.2053 0.7470  0.188
H: 2.8248 1.8495 1.8155  0.185
H: -1.0950 0.5732 0.0467  0.478
H: -4.1629 0.4041 -0.4277  0.231
H: -4.0641 -1.1069 0.4894  0.202
H: -3.5212 1.1927 1.6093  0.385
H: -3.0545 -0.7903 2.8697  0.189
H: -1.6341 -1.0224 1.8267  0.203
H: -0.7612 1.2026 2.5503  0.204
H: -1.8763 2.2396 4.2267  0.478
H: -0.0528 0.5255 4.8060  0.151
H: -0.0783 -0.9229 3.7697  0.184
H: -2.3265 -0.2118 5.2612  0.475
H: 2.4118 -1.5003 -4.9922  0.221
H: 2.8137 -2.8123 -3.8802  0.221
H: 1.2412 -2.7863 -4.6840  0.223
H: 3.9549 -0.6810 -3.1949  0.211
H: 4.0020 -0.4062 -1.4468  0.224
H: 3.6041 0.9203 -2.5260  0.225

Its spin multiplicity is 1. The calculation puts the relative energy (zero: lowest compared OMol25 entry of this formula, charge and spin) at 12.8 kcal/mol. For the orbital gap, the calculation gives 8.423 eV. The LUMO energy comes out at 0.5624 eV. As for the SMILES: CCOC(=O)c1c(NC(=O)CNC[C@@H](O)CO)sc(C)c1C.